# 1
113
Properties=species:S:1:pos:R:3:forces:R:3 method="wB97M-V/def2-TZVPD" multiplicity=4 fmax_ev_per_a=1.74 orbital_gap_ev="4.20 / 9.69" s2=3.752
Ti 0.541521 0.054867 0.030508 0.290 0.711 -0.093
C 1.031121 3.514567 2.687538 -0.552 0.627 0.207
C 0.840241 2.325957 1.776528 0.385 0.088 0.178
O -0.262949 1.744137 1.679198 -0.969 -0.595 -0.015
O 1.821671 1.909647 1.119298 0.857 -0.274 -0.398
H 0.127541 3.901617 3.158538 -0.368 -0.426 -0.266
H 1.399061 4.344057 2.083658 0.495 -0.077 0.153
H 1.680111 3.298167 3.536118 0.420 -0.105 -0.379
C -3.556829 2.728077 2.245268 0.548 -0.549 -1.557
O -2.997669 1.621037 1.494578 -0.974 -0.097 0.523
H -3.283009 2.583937 3.290418 -0.242 0.545 0.006
H -3.167189 3.602747 1.724468 0.187 0.546 0.828
H -4.626609 2.768827 2.040288 -0.050 -0.377 0.457
H -2.043149 1.681617 1.577158 0.747 0.037 0.029
C 5.285301 0.382767 1.865248 0.808 0.641 0.438
O 3.997811 -0.018353 1.422248 0.892 -0.028 0.028
H 6.123451 -0.209003 1.497268 -0.576 -0.635 -0.290
H 5.557461 1.390967 1.552888 -0.382 0.261 -0.192
H 5.370531 0.382447 2.951908 -0.193 -0.159 0.185
H 3.420081 0.729357 1.591848 -0.647 0.239 -0.237
C 1.362391 -1.479333 2.870608 0.298 -0.557 0.251
O 0.969201 -1.724393 1.515758 0.000 0.759 0.361
H 2.211851 -2.101253 3.152958 0.354 -0.021 -0.288
H 1.660631 -0.437093 2.984198 -0.288 -0.121 -0.093
H 0.585711 -1.763133 3.580758 -0.302 0.429 -0.128
H 0.688451 -2.640923 1.463248 -0.204 -0.373 0.014
C -5.508719 1.191457 -0.727582 -1.248 -0.761 0.211
O -4.135939 0.969987 -0.735582 0.226 -0.245 -1.384
H -6.023939 0.701467 0.098578 0.232 -0.071 0.574
H -5.849409 2.226567 -0.703632 0.410 0.317 -0.215
H -5.978589 0.679387 -1.567292 0.295 0.279 -0.450
H -3.734749 1.185087 0.109638 0.127 0.472 0.959
C 0.762591 2.229537 -4.635982 0.012 0.794 0.100
O 0.286771 0.947997 -4.374062 -0.118 -1.643 0.061
H -0.103159 2.887107 -4.557382 0.320 0.591 -0.125
H 1.497771 2.449867 -3.861992 -0.019 0.355 -0.093
H 1.233311 2.301887 -5.616432 0.011 0.140 0.007
H 0.109601 0.498057 -5.203372 -0.083 -0.135 0.076
C -1.537569 -0.804693 -2.418772 -0.143 0.365 -1.119
O -1.506949 -0.460423 -1.049362 0.765 -0.657 0.024
H -0.599139 -1.212103 -2.794922 0.237 -0.145 0.723
H -2.308929 -1.528503 -2.681842 -0.248 -0.008 0.291
H -1.672159 0.080077 -3.040992 -0.287 0.145 0.074
H -2.255749 0.112787 -0.869552 -0.422 0.165 -0.021
C -0.085969 -4.849793 3.510918 0.653 -0.326 0.251
O 0.027831 -4.446433 2.142478 0.125 0.379 0.464
H -1.069249 -4.699673 3.956728 -0.222 -0.152 -0.371
H 0.274561 -5.871013 3.634328 -0.455 -0.279 -0.087
H 0.609091 -4.305773 4.150478 0.079 0.550 -0.466
H -0.334489 -5.124413 1.567438 -0.102 -0.056 0.118
C 0.364821 -3.784613 -1.610882 -0.639 -0.001 0.456
C -0.943919 -4.363933 -2.069222 0.246 -0.401 -0.619
O -0.694709 -5.016873 -3.317462 -0.709 0.121 -0.140
H 0.176981 -3.359853 -0.624782 0.572 0.276 0.104
H 0.716001 -3.034533 -2.319512 -0.004 0.100 0.183
H 1.106221 -4.582703 -1.572512 0.046 0.055 0.306
H -1.719389 -3.606933 -2.186252 0.147 0.031 -0.404
H -1.371659 -5.083563 -1.371162 0.148 -0.146 0.329
H 0.009701 -5.643343 -3.135982 0.061 -0.124 -0.175
C 3.854521 -3.923833 -1.305872 -0.208 -0.575 -0.712
C 3.394051 -2.964653 -0.265662 1.038 0.424 -0.019
O 4.536181 -2.505713 0.429698 0.285 -0.256 0.314
H 3.073841 -4.020433 -2.060402 0.041 -0.305 -0.068
H 4.026691 -4.888253 -0.828012 0.183 -0.139 -0.273
H 4.755021 -3.600133 -1.827792 0.062 0.110 0.211
H 2.740441 -3.504443 0.419548 -0.540 0.389 -0.004
H 2.977211 -2.065193 -0.718782 -0.892 -0.197 -0.017
H 4.258721 -1.651543 0.768818 0.161 0.375 0.460
C -2.850419 -3.093073 0.933308 0.119 -0.340 -0.605
C -4.034049 -2.180673 0.877028 0.838 0.753 -1.029
O -5.241379 -2.905483 0.756808 -0.586 0.237 1.045
H -2.923169 -3.690063 0.024238 -0.003 -0.782 0.207
H -2.912249 -3.665393 1.858908 0.387 -0.325 -0.226
H -1.889389 -2.600823 0.784288 -0.010 0.381 0.572
H -3.921219 -1.526433 0.012538 -0.047 0.191 -0.136
H -3.961989 -1.509063 1.732508 -1.014 -0.178 0.291
H -5.261339 -3.418773 -0.054192 0.319 0.129 -0.079
C -1.342399 3.469457 -1.382332 -0.420 0.303 -0.586
C -2.539659 4.232467 -1.968352 0.960 -0.892 -0.194
O -2.879709 5.184517 -1.012562 -1.078 0.978 0.763
H -1.003689 2.641087 -2.004572 0.131 -0.034 -0.043
H -1.612549 3.093267 -0.395622 0.018 -0.056 -0.059
H -0.564939 4.225617 -1.273402 0.363 -0.290 0.095
H -3.373259 3.562747 -2.179722 -0.189 0.096 0.299
H -2.302429 4.746037 -2.900052 0.218 -0.201 -0.292
H -2.358339 5.976397 -1.163252 -0.020 -0.009 0.052
C -1.895229 -1.249343 5.056318 0.597 -0.053 0.495
C -1.700049 -0.298443 3.896088 -0.338 0.282 0.374
O -0.633839 0.628507 4.154248 -0.659 -0.987 0.344
H -1.166719 -2.060103 5.062028 -0.033 -0.213 -0.236
H -2.903879 -1.660423 5.098038 0.042 -0.042 -0.149
H -1.697249 -0.742753 6.000918 -0.236 0.295 0.008
H -2.641049 0.232737 3.753018 -0.081 0.313 -0.032
H -1.555109 -0.850553 2.967518 0.336 -0.085 -0.190
H -0.395169 0.957507 3.284538 0.103 0.427 -0.328
C 3.732181 -0.252603 -3.243362 -0.696 1.329 0.407
C 3.093741 0.664597 -2.183582 0.338 -0.903 -0.102
O 1.736611 0.251027 -1.974642 -0.283 0.009 1.202
H 4.760111 0.093007 -3.352982 0.093 -0.459 -0.288
H 3.158871 -0.080463 -4.154292 0.290 -0.159 -0.356
H 3.628031 -1.301533 -2.965872 0.296 0.099 0.107
H 3.134851 1.730577 -2.407422 0.018 -0.025 -0.368
H 3.642751 0.546947 -1.249322 -0.358 -0.115 0.263
H 1.205951 0.374817 -2.765002 -0.086 0.086 -0.625
C 1.900781 5.406977 -2.302422 -0.704 0.368 1.007
C 2.271791 4.970837 -0.878562 0.427 0.091 -0.942
O 2.980541 3.770287 -0.994122 0.560 -0.858 0.007
H 1.371931 4.602647 -2.813752 0.180 -0.043 -0.064
H 2.780171 5.735517 -2.856352 -0.094 -0.144 -0.009
H 1.193991 6.230047 -2.197062 0.018 0.325 -0.349
H 1.419711 4.837597 -0.212002 -0.218 0.210 -0.128
H 2.958711 5.699267 -0.447702 -0.167 0.270 0.198
H 2.495501 3.072237 -0.547982 -0.010 -0.283 0.423



# 2
47
Properties=species:S:1:pos:R:3:forces:R:3 method="wB97M-V/def2-TZVPD" multiplicity=1 relative_energy_ev=5.104 fmax_ev_per_a=2.88 orbital_gap_ev=7.02
C 0.772077 4.140576 -5.783932 -0.569 -0.452 -0.112
O -0.303043 3.155058 -5.730548 0.486 0.600 0.334
C -0.724656 2.836645 -4.477900 -0.056 -0.082 0.892
C -0.237744 3.502513 -3.334167 0.025 -0.449 -0.582
C -0.546582 3.029598 -2.072671 -0.804 -0.553 0.422
C -1.422975 1.920332 -1.881136 0.664 0.525 -2.045
C -1.854153 1.563662 -0.553898 -0.564 1.357 2.471
C -0.964776 1.576369 0.537534 -0.349 -0.676 -0.639
C -1.513123 1.409475 1.846954 0.028 0.553 1.273
C -0.787856 1.667894 2.976091 0.347 -0.289 -0.826
Br -1.597566 1.739088 4.676583 -0.017 -0.217 -0.038
C 0.679763 1.943965 2.944878 0.504 0.941 0.916
O 1.361883 2.155550 3.962584 -1.167 -0.516 -1.658
C 1.229178 2.033878 1.563487 -1.164 -0.539 -0.230
Br 3.027650 2.599634 1.441016 -0.110 -0.246 -0.135
C 0.466961 1.761319 0.451401 0.824 0.308 0.562
C -1.941008 1.292101 -3.045984 -0.088 0.429 0.679
C -1.645275 1.770157 -4.309375 0.827 0.544 -0.369
H 1.094019 4.147612 -6.827304 -0.060 0.047 0.239
H 0.397368 5.132736 -5.489190 0.099 -0.284 -0.161
H 1.609095 3.860131 -5.121618 -0.340 -0.024 -0.343
H 0.420098 4.363542 -3.427334 -0.198 -0.274 0.101
H -0.130754 3.558557 -1.210912 -0.340 -0.199 -0.279
H -2.953484 1.739834 -0.326378 1.813 0.076 -0.271
H -2.560101 1.102078 1.943281 0.305 0.355 -0.049
H 0.978193 1.745169 -0.512554 -0.294 0.118 0.232
H -2.581451 0.411009 -2.917719 0.161 0.473 -0.141
H -2.065834 1.334792 -5.208386 0.084 -0.179 0.109
C -5.949954 -4.313651 0.567135 -0.181 -0.105 -0.117
N -4.555055 -4.108483 0.224550 -0.045 0.055 -0.136
C -3.759779 -5.302391 0.423936 0.109 -0.046 0.127
C -4.009817 -2.883130 -0.052695 -0.068 -0.362 0.314
C -2.607953 -2.688006 -0.024567 0.007 0.426 -0.074
C -2.098946 -1.414354 -0.240373 -1.007 -0.366 0.041
N -2.894059 -0.344829 -0.384765 -0.393 -1.183 -0.445
C -4.235539 -0.509670 -0.418033 0.506 -0.681 -0.142
C -4.829447 -1.763535 -0.338601 0.054 0.335 0.023
H -6.496875 -3.374325 0.654423 0.143 -0.195 0.044
H -6.440904 -4.943053 -0.188188 0.007 0.172 0.079
H -6.023824 -4.853130 1.524024 0.069 0.220 -0.155
H -2.784503 -5.220304 -0.055655 -0.210 -0.101 0.020
H -3.616405 -5.502702 1.496906 0.067 0.021 -0.176
H -4.289250 -6.161795 -0.006200 0.125 0.171 0.032
H -1.919604 -3.497673 0.197267 -0.174 0.203 -0.102
H -1.015827 -1.271564 -0.283146 -0.303 0.280 0.118
H -4.885504 0.377525 -0.523495 0.630 -0.324 -0.070
H -5.908969 -1.870650 -0.506339 0.614 0.135 0.269



# 3
17
Properties=species:S:1:pos:R:3:forces:R:3 method="wB97M-V/def2-TZVPD" multiplicity=1 relative_energy_ev=2.951 fmax_ev_per_a=0.53 orbital_gap_ev=9.53
C -2.038517 1.774504 0.036224 -0.024 0.083 -0.025
C -1.312380 0.464555 0.074265 0.152 -0.078 -0.135
C -0.336935 0.137180 -0.765141 -0.232 0.233 0.085
O 0.319400 -1.062397 -0.674667 -0.063 -0.001 0.063
C 1.543853 -1.109007 -1.377738 0.232 -0.054 -0.152
H -3.115555 1.640167 -0.120711 0.160 -0.002 0.014
H -1.915157 2.304039 0.988384 -0.023 -0.066 -0.139
H -1.656806 2.422418 -0.760814 -0.063 -0.119 0.110
H -1.577292 -0.242565 0.857923 0.037 0.091 -0.103
H -0.003158 0.795561 -1.570453 -0.042 -0.094 0.142
H 2.235034 -0.328177 -1.030544 -0.104 -0.113 -0.055
H 1.982825 -2.090411 -1.182182 -0.055 0.158 -0.058
H 1.390835 -0.996125 -2.460265 -0.001 -0.005 0.176
C 1.119775 -0.931805 1.992389 -0.073 0.217 0.169
O 0.718814 0.065978 2.535105 0.205 -0.441 -0.219
H 0.522438 -1.860987 1.937775 0.020 0.124 0.051
H 2.122819 -0.982926 1.520450 -0.125 0.065 0.075